{"formula": "C4H6N2S2", "method": "ωB97M-V with the def2-TZVPD basis set", "elements": ["S", "S", "N", "N", "C", "C", "C", "C", "H", "H", "H", "H", "H", "H"], "coordinates": [[-1.63869, 0.56123, -0.45668], [-0.59703, -0.93287, 1.89892], [-0.63522, 1.02984, -1.78013], [1.52626, -1.35771, -0.51693], [1.92016, 0.79934, 0.55222], [0.95133, -0.03680, -0.28068], [0.55957, 0.68426, -1.55756], [-0.37946, -0.18691, 0.47850], [1.33599, 0.87842, -2.35268], [2.15386, 0.25610, 1.47466], [1.48682, 1.79590, 0.80288], [2.85128, 0.95993, -0.01673], [2.47375, -1.26095, -0.98138], [0.92287, -1.94754, -1.07802]], "forces_ev_per_a": [[0.3, 0.0, 0.0], [0.1, 0.1, -0.2], [-0.3, -0.1, 0.3], [1.6, 0.4, -0.5], [0.1, 0.6, 0.0], [-0.3, -0.1, 0.0], [1.2, 0.1, -0.9], [-0.2, -0.1, 0.0], [-0.8, -0.1, 0.9], [-0.1, 0.1, -0.2], [0.3, -0.7, -0.2], [-0.3, 0.0, 0.2], [-1.6, -0.3, 0.7], [0.1, 0.1, -0.1]], "gap_ev": 8.312, "mol_weight_g_mol": 146.2}